1.
Density functional theory data (wB97M-V/def2-TZVPD) for a cluster of 11 separate species, C16H54N4O11 in total in a non-equilibrium geometry.

Geometry as XYZ:
```
85
Properties=species:S:1:pos:R:3:forces:R:3:mulliken_charge:R:1
N -2.43900 -14.94700 21.07800 6.29 -4.87 0.70 -0.35
C -3.08000 -13.89700 20.82600 4.66 6.60 -9.51 0.36
N -4.22300 -13.95100 21.26600 -9.05 1.16 4.04 -0.01
O -2.67500 -12.98600 19.82800 -1.69 -3.75 4.94 -0.59
H -1.51000 -15.10100 20.63200 -1.36 0.18 0.86 0.30
H -2.90400 -15.67300 21.60000 0.60 -0.16 -0.25 0.11
H -4.97000 -13.33400 20.94800 0.16 -0.01 0.23 0.00
H -4.48600 -14.55600 22.06200 0.32 0.61 -0.99 0.22
N -8.75900 -9.36800 20.66800 0.76 -2.75 2.04 0.11
C -8.21100 -8.23900 20.33800 7.85 2.17 1.18 0.35
N -9.00000 -7.36900 19.78000 -2.13 2.80 -1.99 -0.26
O -6.82400 -7.94000 20.53200 -7.11 -1.44 -0.76 -0.70
H -8.26900 -9.94100 21.38100 -0.01 0.52 -1.05 -0.02
H -9.74600 -9.55200 20.64600 -0.71 0.35 0.15 0.72
H -8.74400 -6.42800 19.57200 1.11 0.19 0.19 0.29
H -9.88500 -7.52200 19.31000 0.08 -0.97 0.59 0.18
C -2.02300 -10.19700 16.79200 1.80 1.22 0.64 -1.40
C -2.90100 -10.03500 18.04500 -0.41 -0.85 -0.83 0.56
O -3.07800 -8.65400 18.39300 -0.42 -0.56 0.00 -0.59
H -0.97800 -9.93300 17.11600 -0.75 0.01 -0.70 0.33
H -2.26600 -9.66200 15.83600 -0.22 0.18 1.27 0.28
H -1.95700 -11.20300 16.46600 -0.09 -1.36 0.08 0.38
H -2.62000 -10.72700 18.89100 0.50 1.19 -0.60 0.24
H -3.82500 -10.50600 17.74600 -1.05 0.29 0.04 -0.10
H -4.02600 -8.44800 18.24600 0.80 -0.37 0.52 0.36
C -7.80800 -14.99700 22.37500 -0.43 -0.56 0.93 -0.48
C -8.88800 -15.01400 23.45500 1.52 0.64 1.50 -0.63
O -9.80100 -14.02200 23.07800 -0.92 0.61 0.50 -0.44
H -7.21400 -14.09900 22.37400 -0.14 0.50 -0.15 -0.13
H -8.31300 -15.17700 21.43000 0.15 0.32 -0.28 0.26
H -7.13000 -15.80100 22.50300 0.81 -1.01 0.15 0.48
H -8.58600 -14.90900 24.57300 0.01 0.58 -1.98 0.24
H -9.39200 -15.93800 23.51900 -0.54 -1.49 -0.37 0.39
H -10.25200 -14.43300 22.33900 -0.39 0.37 -0.25 0.29
C -9.62700 -11.68500 16.46400 0.88 0.17 0.48 -1.79
C -8.87500 -11.08300 17.63200 0.11 0.00 -0.05 0.75
O -9.88600 -10.43100 18.41100 0.76 1.01 -0.09 -0.59
H -10.21900 -12.44400 16.89500 -1.52 -0.61 0.43 0.46
H -9.02800 -12.26000 15.79300 0.84 0.09 -0.74 0.39
H -10.19500 -10.92300 15.94500 -0.18 -0.05 -0.09 0.39
H -8.04200 -10.40500 17.32600 -0.68 -0.19 0.18 0.10
H -8.46300 -11.83200 18.31800 0.37 -0.29 -0.55 -0.06
H -9.34300 -9.92600 19.05000 -0.66 -0.61 -0.45 0.21
C -4.07700 -10.51700 22.54000 0.69 2.03 -0.94 -0.61
C -3.56600 -9.32600 21.67200 0.94 -3.93 -2.67 0.04
O -2.16300 -9.50600 21.40800 -0.56 -2.86 1.67 -0.63
H -5.15700 -10.27500 22.62900 0.64 -0.76 0.47 -0.05
H -3.48000 -10.53800 23.46600 -0.65 0.05 -0.06 0.57
H -3.83600 -11.40500 21.96600 -0.40 -0.27 0.06 -0.11
H -3.56800 -8.43800 22.12200 -1.20 3.64 2.06 0.79
H -4.05800 -9.30400 20.66100 -0.07 0.13 1.16 -0.31
H -1.85900 -8.78000 20.94100 0.79 2.16 -1.60 0.29
C -5.01500 -13.47000 17.02500 0.80 0.10 -0.07 -0.96
C -6.48200 -13.49300 16.54200 2.60 0.59 -0.18 0.21
O -7.17500 -14.26400 17.45000 -1.35 -0.76 0.79 -0.50
H -4.44900 -14.41200 16.90800 -0.62 0.13 -0.11 0.39
H -4.96500 -13.25000 18.10100 -0.16 0.10 -0.28 0.03
H -4.38100 -12.70900 16.51500 -0.68 -0.31 0.21 0.22
H -6.52600 -13.93900 15.54700 -0.14 0.26 -0.26 0.40
H -6.78300 -12.44200 16.54100 -0.43 -0.05 -0.22 -0.05
H -8.08100 -14.35400 17.13300 0.05 -0.06 0.17 0.29
C -5.93300 -11.27200 20.10500 0.18 2.03 -1.80 1.05
O -6.50500 -12.40700 20.60700 -0.89 -2.24 0.38 -0.42
H -4.86300 -11.42500 19.94400 0.02 0.29 0.42 0.00
H -6.23900 -10.44900 20.71600 0.86 0.83 0.62 -0.04
H -6.32300 -10.91700 19.13000 -0.10 -0.75 -0.06 -0.55
H -7.20200 -12.16800 21.22100 -0.22 0.01 0.02 -0.18
C -7.39000 -11.52100 23.81500 1.33 -0.48 -0.15 -1.01
O -8.07200 -11.09200 22.68800 -1.11 -0.07 -0.56 -0.65
H -7.32100 -10.73500 24.48200 1.18 2.08 1.23 0.41
H -6.45100 -11.97200 23.54000 0.40 0.23 -0.07 0.28
H -7.90600 -12.18800 24.41600 -1.49 -2.10 0.56 0.35
H -8.94100 -10.86700 23.04100 -0.20 0.04 -0.47 0.20
C -5.39600 -7.39600 17.01500 -1.33 1.00 0.34 -1.13
O -5.96700 -8.28000 17.97800 0.72 -1.21 -2.25 -0.26
H -4.88900 -6.65400 17.55100 1.36 1.21 0.90 0.45
H -6.09400 -6.75800 16.45500 -0.47 -0.78 -0.27 0.26
H -4.67400 -7.83500 16.35300 -0.04 -0.80 -0.20 0.33
H -6.45500 -7.82500 18.65100 -0.15 0.66 1.17 0.24
C -11.02500 -11.83700 21.34600 -0.77 -1.72 -0.16 -0.07
O -11.31600 -10.59000 20.84900 -2.02 1.33 -1.38 -0.57
H -11.58100 -12.09600 22.23200 -0.63 0.06 0.52 0.39
H -10.01900 -11.85000 21.66800 1.23 -0.48 -0.26 -0.36
H -11.29600 -12.59500 20.58100 0.81 0.04 0.46 0.33
H -12.03200 -10.74200 20.17900 1.16 0.79 0.84 0.34
```
Positions in Å, forces in eV/Å.

Results
LUMO level	0.17	eV
charge	0
ΔE to the lowest compared entry with this formula, charge and spin	207.9	kJ/mol
SMILES	NC(N)=O.NC(N)=O.CCO.CCO.CCO.CCO.CCO.CO.CO.CO.CO
orbital gap	8.67	eV


2.
Density functional theory data (wB97M-V/def2-TZVPD) for a cluster of 13 separate species, C16H58N14O13 in total in a non-equilibrium geometry.

Geometry as XYZ:
```
101
Properties=species:S:1:pos:R:3:forces:R:3:mulliken_charge:R:1
C -3.83095 -1.39519 1.62550 -0.21 -1.15 -1.49 0.07
O -4.21462 -1.73276 2.75284 0.58 0.94 -1.38 -0.67
N -4.51628 -1.82133 0.43737 1.04 1.21 2.36 -0.19
N -2.65302 -0.66071 1.33529 -2.17 -0.57 2.25 1.43
H -4.14093 -1.61398 -0.47480 -0.12 -0.32 0.23 0.12
H -5.30377 -2.41973 0.58484 -0.11 -0.04 -0.17 0.25
H -2.25571 -0.96240 0.47053 0.72 -0.12 -0.25 -0.80
H -2.08367 -0.67017 2.19212 0.09 0.11 -1.03 -0.27
C -1.35488 5.60692 -2.09929 1.94 -1.57 -0.33 0.62
O -1.69511 6.74215 -1.84780 -0.54 -0.24 0.11 -0.63
N -1.73335 4.89376 -3.22306 0.41 0.00 0.51 -0.44
N -0.38496 4.92705 -1.32868 -1.91 1.44 -2.53 -0.40
H -2.53823 5.29955 -3.62373 -0.76 0.11 -0.78 0.21
H -1.54326 3.89959 -3.39549 -0.17 0.76 0.51 0.23
H -0.36788 5.30044 -0.44356 0.74 0.38 2.32 0.18
H -0.07012 4.03790 -1.60252 0.25 -1.12 0.25 0.19
C -1.54993 -3.49009 0.50793 0.28 2.10 -0.60 0.67
O -1.90253 -2.83602 -0.51681 0.14 -2.31 1.34 -0.59
N -2.11438 -4.66033 1.04430 1.45 1.78 -1.37 -0.47
N -0.52499 -2.96052 1.25050 -0.27 -1.00 0.09 0.02
H -1.88195 -4.82793 2.00554 -0.18 -0.08 0.37 0.23
H -3.04372 -4.79460 0.74431 -1.00 -0.29 -0.13 0.26
H 0.03172 -2.16855 0.95446 -0.48 -0.23 -0.04 -0.13
H -0.39413 -3.32719 2.17532 0.35 -0.04 0.16 0.11
C 3.13465 -2.65765 -2.28791 -0.02 1.47 -0.87 0.43
O 2.69429 -2.40724 -1.16395 0.26 -0.44 -1.17 -0.68
N 3.67015 -3.89448 -2.60621 -0.43 1.73 -0.78 -0.42
N 3.14161 -1.56269 -3.26372 0.33 -2.78 1.09 -0.32
H 3.70958 -4.61376 -1.91170 -0.11 0.07 0.23 0.23
H 4.08947 -4.06296 -3.50912 -0.10 0.06 0.29 0.18
H 3.15872 -1.71098 -4.28128 -0.09 0.01 1.07 0.21
H 2.63279 -0.76817 -2.90339 0.05 0.00 -0.20 0.17
C -2.05325 1.78119 3.52062 -2.12 2.45 0.65 0.47
O -1.02866 1.31910 3.94875 1.41 -1.65 -0.18 -0.50
N -3.28419 1.48942 4.21118 2.46 1.21 -1.46 -0.49
N -1.98312 2.75611 2.52996 0.15 -1.08 0.84 -0.19
H -3.26077 0.51881 4.43348 -0.58 -0.59 0.31 0.22
H -4.11353 1.87737 3.82078 -0.59 -0.26 -0.38 0.22
H -2.61049 3.46398 2.23469 -1.04 -0.05 0.17 0.17
H -1.10040 2.78650 2.05809 0.22 -0.09 -0.11 0.05
C 0.21991 -0.84014 -6.25112 0.23 0.07 -0.40 0.67
O -0.08327 0.30029 -5.87516 0.62 -1.66 -0.40 -0.61
N -0.24480 -1.99144 -5.59794 0.88 1.36 -0.63 -0.36
N 1.06152 -1.08157 -7.37542 -1.06 -0.47 1.51 -0.51
H -0.75003 -1.79890 -4.75116 -0.25 -0.19 -0.07 0.16
H -0.37023 -2.86986 -6.07114 0.03 0.13 0.03 0.22
H 1.47494 -0.28192 -7.81324 -0.03 0.30 0.08 0.24
H 1.60521 -1.94079 -7.42327 -0.43 0.44 0.12 0.21
C 0.31066 0.92500 0.25235 -0.25 -0.87 -3.51 -0.01
O -0.55662 1.77839 0.11778 0.75 0.38 1.38 -0.38
N 0.87758 0.41044 -0.96791 -0.41 1.30 0.74 0.27
N 0.70880 0.28092 1.37461 0.63 1.18 1.55 0.86
H 1.01223 -0.57406 -0.95976 0.35 -0.88 -0.01 0.07
H 0.32163 0.72328 -1.77713 0.12 -0.11 0.55 0.02
H 1.68871 -0.08185 1.43643 -1.22 0.11 -0.27 -0.38
H 0.42067 0.85097 2.19422 0.19 -0.90 -0.27 -0.19
C 4.08754 -1.67326 1.64376 0.35 -0.50 1.57 -0.56
O 2.71200 -1.89099 1.41211 -0.71 0.19 -0.05 -0.43
H 4.24111 -0.97926 2.52193 -0.46 -0.45 -0.98 0.12
H 4.63642 -2.59799 1.97293 -0.56 0.49 -0.59 0.28
H 4.55100 -1.24953 0.78122 0.56 0.19 -0.50 0.10
H 2.49166 -2.07670 0.46034 1.04 0.00 1.06 0.63
C 2.89996 1.67391 4.02385 0.43 0.38 -1.72 -0.16
O 3.87887 2.17825 4.86277 0.68 0.83 1.73 -0.58
H 2.75066 2.47528 3.27453 -0.80 -0.65 -0.08 0.27
H 3.37081 0.83472 3.50173 -0.29 -0.04 0.04 -0.10
H 1.99235 1.34146 4.50911 -0.37 0.08 0.15 0.24
H 3.56472 3.02726 5.22162 0.28 -0.59 -0.14 0.32
C -4.67685 3.15976 0.23640 1.00 -0.96 -0.07 -0.57
O -3.81799 3.30323 -0.89809 -0.46 0.39 -0.16 -0.44
H -5.70601 3.30471 -0.04256 -0.29 -0.10 -0.65 0.33
H -4.55188 2.15077 0.65949 -0.16 0.18 0.00 0.10
H -4.53072 3.87308 1.02897 0.52 0.59 0.32 0.28
H -2.87126 3.40283 -0.70788 -0.53 -0.14 0.51 0.23
C 0.08473 -1.93217 4.47659 -0.89 -0.78 0.36 -0.39
C -1.03867 -3.03554 4.68289 -0.79 1.31 -0.58 -0.52
O -1.08527 -4.29336 3.91785 1.58 0.79 1.02 -0.52
H -0.11826 -1.18453 5.28219 0.27 -0.53 -0.65 0.31
H -0.03273 -1.43018 3.52878 -0.11 0.22 -0.31 -0.15
H 1.12536 -2.26037 4.52342 -0.14 -0.27 0.26 0.35
H -2.00295 -2.52986 4.38291 0.88 -0.59 0.59 0.15
H -1.04339 -3.26132 5.75133 -0.26 -0.22 -0.12 0.46
H -0.37776 -4.82881 4.32944 -0.54 0.09 -0.56 0.29
C -2.54953 0.28224 -1.67930 -0.80 -0.53 0.51 -0.22
C -2.37146 0.74195 -3.06271 -0.12 0.75 -1.31 -0.54
O -1.10589 1.37545 -3.26101 1.03 -0.02 -0.15 -0.58
H -3.59727 0.02886 -1.49526 -0.06 0.20 -0.12 0.15
H -2.27428 1.04079 -0.98759 0.10 0.60 0.54 -0.15
H -1.98883 -0.60122 -1.46135 0.61 -0.65 0.02 0.47
H -3.15622 1.47470 -3.30440 0.15 -0.17 -0.07 0.26
H -2.43171 -0.07352 -3.76908 -0.32 -0.36 -0.32 0.36
H -0.63403 0.99670 -4.03643 -0.70 0.32 0.31 0.23
C 6.06217 1.16494 -0.79139 -0.88 -0.25 -0.53 -1.34
C 4.56758 1.00616 -0.60866 -0.39 2.45 0.01 1.05
O 3.87383 1.91415 -1.52714 1.18 -0.93 0.35 -0.62
H 6.25282 0.98590 -1.85568 0.36 0.14 0.20 0.34
H 6.46107 0.33345 -0.21129 0.71 0.33 0.10 0.34
H 6.40045 2.17099 -0.48861 0.02 -0.67 -0.07 0.34
H 4.32354 1.34089 0.40603 -0.15 -0.27 0.12 0.08
H 4.26804 -0.01457 -0.71451 -0.39 -0.64 -0.46 -0.45
H 2.93912 1.84162 -1.35673 -0.64 -0.19 0.14 0.21
```
Positions in Å, forces in eV/Å.

Results
LUMO level	-0.21	eV
charge	0
ΔE to the lowest compared entry with this formula, charge and spin	387.8	kJ/mol
orbital gap	9.23	eV


3.
Density functional theory data (wB97M-V/def2-TZVPD) for a cluster of 13 separate species, C16H58N4O13 in total in a non-equilibrium geometry.

Geometry as XYZ:
```
91
Properties=species:S:1:pos:R:3:forces:R:3:mulliken_charge:R:1
C -27.50200 6.80300 -4.38000 -0.19 0.63 0.45 -0.85
C -27.29500 5.99500 -5.61200 -1.55 0.17 -2.07 -0.52
O -28.01200 4.76000 -5.45000 0.36 -0.21 -0.08 -0.52
H -27.05500 7.78900 -4.43200 0.31 0.12 -0.25 0.47
H -27.09800 6.33400 -3.49700 0.30 -0.27 0.31 0.08
H -28.56600 6.98500 -4.19400 0.06 -0.26 -0.21 0.35
H -26.27300 5.78900 -5.93500 0.14 0.16 0.45 0.27
H -27.84000 6.45300 -6.49000 0.92 0.22 0.80 0.37
H -28.15000 4.38500 -6.31500 -0.01 -0.26 -0.36 0.29
C -25.48700 3.18400 -3.93300 -0.23 -0.05 1.04 -0.11
C -25.91100 1.91800 -4.63500 -1.11 1.72 -0.38 -0.03
O -24.93500 1.50800 -5.59000 -0.65 -1.53 1.29 -0.55
H -26.35100 3.62100 -3.41600 0.30 0.01 -0.18 -0.20
H -25.08100 3.89900 -4.63100 0.16 0.37 -0.25 0.38
H -24.76800 2.97900 -3.14900 0.47 0.06 0.03 0.07
H -26.93100 2.23200 -5.05000 1.16 -1.09 -0.24 0.09
H -26.08400 1.16500 -3.87800 0.15 -0.57 -0.31 0.09
H -24.88000 2.14400 -6.27400 0.01 1.06 -0.93 0.35
C -27.92200 4.13100 5.59600 2.24 -0.74 0.06 -1.52
C -28.31300 4.19500 4.15700 -1.10 0.25 -1.46 0.66
O -27.40200 3.66000 3.23000 0.69 0.02 0.07 -0.39
H -28.50900 4.79800 6.19400 -0.65 0.05 0.38 0.38
H -26.84700 4.43500 5.79100 -1.07 -0.18 -0.62 0.29
H -27.96500 3.08700 5.90500 -0.24 0.09 0.47 0.37
H -28.48000 5.24000 3.89000 -0.21 0.40 0.05 -0.22
H -29.25400 3.65000 3.92700 -0.01 0.50 0.88 0.17
H -27.86500 3.61800 2.36700 0.40 -0.45 0.25 0.16
C -21.75300 5.01600 -1.07300 -6.34 0.72 3.12 0.28
O -22.99300 5.40300 -0.57800 5.49 -2.11 -2.57 -0.50
N -21.03300 5.85700 -1.72600 0.54 5.02 -1.95 -0.38
N -21.21900 3.82800 -0.88600 -0.24 -2.55 0.37 -0.32
H -21.42500 6.83300 -1.83600 0.87 -1.87 0.30 0.28
H -20.07000 5.69700 -1.94500 0.10 -0.03 -0.11 0.17
H -21.90300 3.05800 -0.69800 0.69 0.62 0.37 0.41
H -20.33800 3.52200 -1.30800 -0.67 0.64 0.14 0.21
C -28.95900 2.82900 -2.80900 1.52 -1.22 7.01 0.20
O -28.76100 2.04400 -1.64100 -1.26 3.89 -5.96 -0.74
N -29.60200 2.44000 -3.85900 -1.60 -4.41 -0.24 -0.29
N -28.65900 4.12300 -2.92100 2.22 2.30 1.39 -0.16
H -29.85500 1.45200 -3.78200 0.09 0.53 -0.91 0.33
H -29.45000 2.92400 -4.69400 -0.20 0.46 -1.33 0.17
H -28.15300 4.56300 -2.12400 -0.24 -0.82 -0.34 0.15
H -28.26900 4.49800 -3.82000 -1.26 -1.02 1.07 0.05
C -22.83700 5.67300 2.31300 1.59 0.51 -2.48 -0.66
O -23.63000 4.61000 1.90900 -0.81 -1.12 -0.05 -0.34
H -22.54400 5.62900 3.32600 -0.44 -0.02 1.45 0.33
H -23.27100 6.65000 1.99600 0.38 -0.45 0.52 0.24
H -21.85600 5.51700 1.78400 -0.49 0.78 0.30 0.18
H -23.45700 4.48200 0.94600 -0.15 0.62 0.60 0.04
C -25.79500 0.33200 -1.24700 0.44 0.96 -3.92 0.16
O -26.09100 -0.45800 -0.23000 -1.49 -3.03 3.43 -0.54
H -25.30400 -0.35400 -2.02500 -0.03 1.63 0.25 0.39
H -25.23200 1.21600 -0.95800 0.64 -0.37 0.10 -0.20
H -26.70900 0.76600 -1.65100 -0.16 0.11 -0.57 -0.06
H -26.74300 -1.11400 -0.56000 0.63 0.65 0.71 0.30
C -23.46700 1.61300 1.09500 0.64 -1.07 -0.14 -0.24
O -22.90300 1.90300 -0.20200 0.05 -2.75 -0.91 -0.62
H -23.95800 0.61200 1.15700 0.57 0.73 -0.17 0.28
H -24.17900 2.35400 1.22200 -1.63 1.21 0.56 -0.11
H -22.72000 1.77900 1.86900 0.12 -0.35 0.01 0.31
H -22.76800 1.02700 -0.66800 -0.22 1.63 0.72 0.28
C -29.92200 2.29400 1.66600 -1.35 0.16 -3.16 -0.84
O -28.71000 2.58800 1.00900 0.93 0.44 0.90 -0.22
H -30.50600 3.24900 1.63500 -0.21 -0.96 0.56 0.31
H -29.79300 1.92500 2.66200 0.36 -0.18 0.44 0.31
H -30.42700 1.51600 0.98200 0.14 0.94 1.44 0.19
H -28.89200 2.92500 0.11500 0.11 -0.61 -0.13 0.14
C -26.47000 6.82300 2.19700 0.63 0.79 -2.70 -0.04
O -25.77800 8.03300 2.42500 -0.36 1.63 -0.11 -0.60
H -27.14500 6.97800 1.31300 0.45 -0.69 0.88 -0.08
H -26.95600 6.54000 3.04600 -1.96 -0.72 2.29 0.58
H -25.75200 6.03500 2.04700 0.44 -0.20 -0.55 -0.08
H -26.45900 8.74600 2.39800 0.93 -0.78 0.19 0.33
C -26.09700 4.02400 -0.22300 1.18 -0.65 1.42 1.11
O -26.92900 4.94600 -0.85400 -0.66 0.74 -1.13 0.62
H -26.37600 3.03100 -0.67300 0.18 0.82 0.97 -0.36
H -26.30100 4.13300 0.90100 0.50 -0.92 -1.42 -0.45
H -24.96900 4.17700 -0.37100 -1.65 0.08 -0.14 -0.24
H -26.69600 5.88500 -0.77400 0.32 -0.25 0.23 -0.10
C -29.63900 5.98200 0.82400 0.11 -0.10 0.67 -0.04
O -29.90300 6.95600 1.88400 -0.93 1.08 -4.50 -0.58
H -30.39800 5.17400 0.69700 -0.05 0.96 0.18 0.29
H -28.74400 5.43600 1.11600 0.31 0.07 -0.45 -0.10
H -29.48800 6.50000 -0.15400 -0.13 -0.28 1.01 0.07
H -29.75800 6.58200 2.69500 0.63 -1.72 3.03 0.36
C -27.69000 8.52200 -1.37800 -0.18 -0.60 -1.14 -0.72
O -26.63400 7.58500 -1.12800 0.54 1.24 0.50 -0.35
H -28.41000 8.60100 -0.57700 0.09 0.17 0.62 0.30
H -28.28300 8.18100 -2.25000 0.50 -0.05 0.41 0.13
H -27.25800 9.47200 -1.66300 -0.09 0.41 0.17 0.35
H -25.92600 8.07700 -0.64500 -0.75 -0.81 -0.44 0.22
```
Positions in Å, forces in eV/Å.

Results
LUMO level	0.08	eV
charge	0
ΔE to the lowest compared entry with this formula, charge and spin	412.3	kJ/mol
orbital gap	8.90	eV